Entry 1:
Here is the molecule C52H40N2O2 in a non-equilibrium geometry from the Open Molecules 2025 dataset. Energies are from ωB97M-V/def2-TZVPD.

Values from the calculation:
relative energy (zero: lowest compared OMol25 entry of this formula, charge and spin)	0.000	eV
lowest unoccupied orbital energy	0.01	eV
HOMO	-7.53	eV

```
! RIJCOSX wB97M-V def2-TZVPD def2/J DEFGRID3
* xyz 0 1
C 2.12020 -5.27472 -2.69493
C 2.26551 -4.01550 -3.28382
C 1.23824 -3.06460 -3.20671
C 0.06046 -3.37614 -2.50994
C -1.14896 -2.46074 -2.39713
C -0.97804 -0.93895 -2.16219
C -1.89327 -0.29719 -3.23041
C -1.43875 0.90045 -4.05446
C -0.15910 1.08035 -4.59569
C 0.13903 2.27992 -5.26413
C -0.81902 3.29258 -5.38608
C -2.12525 3.06548 -4.94000
C -2.44361 1.83382 -4.37807
O -3.05290 -0.67854 -3.40046
O -2.25489 -2.98137 -2.40638
C -0.12881 -4.69473 -2.05861
C 0.91057 -5.61476 -2.08306
H 2.92711 -6.00470 -2.71467
H 3.18692 -3.78220 -3.81793
H 1.33746 -2.08456 -3.68148
H 0.06814 -0.62484 -2.31511
H 0.58873 0.28993 -4.48830
H 1.12694 2.42848 -5.70469
H -0.57932 4.25234 -5.84317
H -2.91557 3.80769 -5.05103
H -3.47519 1.61235 -4.09409
H -1.10234 -4.97722 -1.65201
H 0.74313 -6.59662 -1.64619
C 5.18281 -5.32467 0.94279
C 4.01704 -6.01763 0.59203
C 2.80534 -5.65962 1.17120
C 2.77982 -4.64026 2.12841
N 1.52266 -4.24565 2.66187
C 1.26087 -4.48155 4.03998
C 1.66364 -3.55652 5.00334
C 1.51268 -3.86398 6.35887
C 0.92707 -5.07491 6.74405
C 0.50926 -5.99115 5.77149
C 0.69028 -5.70263 4.42064
C 0.77643 -3.29811 1.90968
C -0.43292 -3.68317 1.33472
C -1.10101 -2.80646 0.49953
C -0.62330 -1.52132 0.25075
C -1.42249 -0.64513 -0.74640
C -1.55938 0.84765 -0.38379
C -2.22095 1.74915 -1.22823
C -2.16873 3.11745 -1.01758
C -1.66775 3.60992 0.19426
N -1.59097 4.98580 0.37557
C -1.57868 5.62524 1.64488
C -0.38451 6.17851 2.11732
C -0.37932 6.87400 3.32612
C -1.57461 7.08190 4.02177
C -2.77648 6.57499 3.51644
C -2.78087 5.82738 2.33872
C -1.35483 5.78556 -0.78074
C -2.40329 6.51704 -1.34923
C -2.19263 7.18843 -2.55509
C -0.92577 7.17534 -3.14734
C 0.13190 6.48589 -2.54621
C -0.08660 5.77055 -1.36876
C -1.26785 2.69837 1.17955
C -1.18082 1.34275 0.86761
C 0.59045 -1.12619 0.83659
C 1.26071 -2.00597 1.69653
C 3.93594 -3.95810 2.49948
C 5.14298 -4.28775 1.88103
H 6.13130 -5.59276 0.47510
H 4.04723 -6.83738 -0.12503
H 1.86771 -6.15676 0.91805
H 2.11856 -2.61979 4.67492
H 1.85964 -3.15160 7.10793
H 0.79995 -5.30634 7.80330
H 0.04946 -6.93534 6.06088
H 0.40235 -6.40113 3.63415
H -0.79491 -4.69108 1.50651
H -1.99372 -3.15715 -0.00726
H -2.45866 -1.03660 -0.70703
H -2.84322 1.40930 -2.04289
H -2.52272 3.81704 -1.76472
H 0.52455 6.05896 1.52579
H 0.56180 7.26445 3.70992
H -1.56956 7.64893 4.95444
H -3.71635 6.76762 4.03205
H -3.70691 5.43244 1.91744
H -3.37690 6.51095 -0.85486
H -3.02246 7.71772 -3.02465
H -0.75945 7.70960 -4.08442
H 1.12920 6.49220 -2.98814
H 0.70825 5.19139 -0.89330
H -0.99901 3.05863 2.17414
H -0.80727 0.65397 1.62039
H 1.04278 -0.15050 0.62417
H 2.18026 -1.71225 2.21297
H 3.86933 -3.17042 3.25285
H 6.04527 -3.73526 2.14615
*
```

***

Entry 2:
Here is a structure of composition C52H41N2O6S2V in a non-equilibrium geometry from the Open Molecules 2025 dataset. Energies are from ωB97M-V/def2-TZVPD.

Values from the calculation:
relative energy (zero: lowest compared OMol25 entry of this formula, charge and spin)	0.257	eV
lowest unoccupied orbital energy	-7.17	eV
HOMO	-13.60	eV

```
! RIJCOSX wB97M-V def2-TZVPD def2/J DEFGRID3
* xyz 2 1
V -0.03662 0.70000 0.16880
O -1.38515 -0.23487 -0.06092
C -2.81198 -0.19734 -0.39195
C -3.08894 1.26499 -0.77329
C -2.10220 1.89280 -1.72979
C -2.57618 2.58433 -2.82858
C -1.69141 3.17879 -3.70566
C -0.33601 3.02385 -3.49073
C 0.11343 2.31968 -2.39226
C 1.59564 2.04168 -2.25333
C 1.86312 0.53199 -2.11667
O 1.06065 0.17712 -0.92655
C 1.26961 -0.20210 -3.30564
C 0.32022 -1.20199 -3.13813
C -0.26285 -1.81477 -4.24120
C 0.09753 -1.43140 -5.52210
C 1.04778 -0.43291 -5.69720
C 1.62438 0.18364 -4.59864
C 3.30603 0.21124 -1.79611
C 4.18026 -0.28382 -2.75870
C 5.50403 -0.54459 -2.43060
C 5.96707 -0.33099 -1.14096
C 5.09723 0.15451 -0.17435
C 3.77889 0.41966 -0.50299
N -0.76926 1.80568 -1.49530
C -3.02751 -1.22797 -1.48132
C -3.78150 -0.96340 -2.61464
C -4.06654 -1.98023 -3.52284
C -3.59110 -3.26062 -3.30505
C -2.81583 -3.52734 -2.17920
C -2.54079 -2.51830 -1.27352
C -3.61248 -0.55163 0.85233
C -4.92788 -0.98522 0.70908
C -5.67985 -1.30973 1.82773
C -5.12030 -1.22417 3.09647
C -3.81286 -0.78624 3.24226
C -3.06180 -0.44398 2.12429
H -4.08768 1.32799 -1.19560
H -3.09707 1.83857 0.15209
H -3.64410 2.65856 -2.98114
H -2.05318 3.73130 -4.56302
H 0.38709 3.42979 -4.18404
H 2.09868 2.39591 -3.14906
H 2.03686 2.56517 -1.40599
H 0.02521 -1.52282 -2.14728
H -1.00114 -2.59013 -4.08878
H -0.35603 -1.90628 -6.38190
H 1.34123 -0.12931 -6.69350
H 2.35501 0.96622 -4.76420
H 3.84827 -0.48511 -3.76604
H 6.17394 -0.91817 -3.19352
H 6.99828 -0.54284 -0.89150
H 5.44451 0.34043 0.83376
H 3.12501 0.80847 0.27087
H -4.18221 0.02330 -2.80155
H -4.66895 -1.76490 -4.39540
H -3.82322 -4.05208 -4.00556
H -2.44017 -4.52714 -2.00455
H -1.98018 -2.74343 -0.37266
H -5.37282 -1.07610 -0.27439
H -6.70303 -1.63911 1.70542
H -5.70361 -1.49706 3.96566
H -3.37107 -0.70767 4.22795
H -2.05252 -0.07986 2.26068
O 3.05587 3.71990 0.29845
S 2.25316 3.17301 1.33895
O 2.80993 2.23243 2.26212
N 0.85183 2.46589 0.67799
C -0.20208 2.80643 1.43929
O -1.21468 2.06491 1.29616
C -0.01319 3.97138 2.29897
C -0.94714 4.70595 3.00254
C -0.51061 5.88167 3.60538
C 0.81184 6.29983 3.48612
C 1.75900 5.54669 2.79032
C 1.31340 4.37726 2.22278
H -1.97784 4.38371 3.06745
H -1.21192 6.49083 4.15848
H 1.11612 7.23340 3.94050
H 2.78794 5.86911 2.70672
O 0.56305 -0.04648 1.76721
S 1.64216 -0.68017 2.71531
C 0.66682 -1.49398 3.92018
C 1.10797 -1.36312 5.22828
C 0.40528 -2.02593 6.22670
C -0.71801 -2.77141 5.90248
C -1.15500 -2.87012 4.58096
C -0.45743 -2.23591 3.57167
C 2.34053 -1.99514 1.76863
C 3.60254 -2.39713 2.17974
C 4.21795 -3.43471 1.49734
C 3.57881 -4.03279 0.41854
C 2.31486 -3.61042 0.02329
C 1.67585 -2.58736 0.70690
H 1.97822 -0.76348 5.46606
H 0.73153 -1.94736 7.25451
H -1.26145 -3.28497 6.68443
H -2.03872 -3.44604 4.34120
H -0.78193 -2.31371 2.54114
H 4.10488 -1.90697 3.00590
H 5.20115 -3.76638 1.80177
H 4.06786 -4.83665 -0.11526
H 1.82258 -4.07954 -0.81846
H 0.68493 -2.27265 0.40980
*
```

***

Entry 3:
Here is a structure of composition C52H42Cl4GeIrN2O7PS in a non-equilibrium geometry from the Open Molecules 2025 dataset. Energies are from ωB97M-V/def2-TZVPD.

Values from the calculation:
⟨S²⟩	0.9243
lowest unoccupied orbital energy (alpha / beta)	-4.99 / -5.32	eV
HOMO (alpha / beta)	-10.18 / -10.18	eV

```
! RIJCOSX wB97M-V def2-TZVPD def2/J DEFGRID3
* xyz 1 2
Ir 0.09933 -0.54069 0.76085
O 0.06868 1.01694 -2.79482
C 0.33536 -0.14061 -2.55504
O 0.87253 -0.55609 -1.42766
C 0.11735 -1.27542 -3.49299
C -0.19828 -1.10925 -4.83406
C -0.34392 -2.22669 -5.63636
C -0.16594 -3.49563 -5.10075
C 0.12439 -3.66857 -3.75694
C 0.24734 -2.55042 -2.94039
P 0.57501 -2.61877 -1.15378
C 2.31570 -3.10867 -1.03265
C 2.60128 -4.46972 -1.12057
C 3.91278 -4.90686 -1.09992
C 4.94939 -3.99342 -0.99726
C 4.66698 -2.64014 -0.90307
C 3.35623 -2.19436 -0.91399
C -0.41339 -4.05517 -0.58753
C -1.58364 -4.39017 -1.26653
C -2.33644 -5.46813 -0.84017
C -1.96707 -6.16943 0.29744
C -0.84276 -5.78819 1.01672
C -0.07391 -4.71964 0.59138
H -0.31068 -0.11378 -5.23474
H -0.58734 -2.11020 -6.68222
H -0.25641 -4.35984 -5.74060
H 0.26024 -4.66320 -3.35349
H 1.79909 -5.18792 -1.20299
H 4.12448 -5.96397 -1.15986
H 5.97250 -4.33684 -0.98278
H 5.47618 -1.93050 -0.81151
H 3.14106 -1.14094 -0.82568
H -1.88374 -3.82254 -2.13688
H -3.22105 -5.75677 -1.38593
H -2.57927 -6.98888 0.64140
H -0.57381 -6.32569 1.91432
H 0.79068 -4.40107 1.15534
O 0.37886 -2.04524 4.01324
Cl 1.42050 -1.58722 3.19255
O 2.68779 -1.70711 3.76261
O 1.36778 -2.28066 1.92345
O 1.17262 -0.18646 2.86084
Cl 4.25717 4.87060 -4.32305
C 3.75970 4.96984 -2.68460
C 2.92520 4.00197 -2.14923
C 2.53513 4.08660 -0.82584
C 2.91840 5.14180 -0.00630
C 2.54182 5.33625 1.45391
C 1.19776 4.76161 2.00886
N 0.54050 3.70619 1.29396
C -0.41163 3.86831 0.32801
C -0.71553 2.62234 -0.13625
N 0.04790 1.71215 0.52848
C 0.78767 2.39184 1.38353
O 3.61426 5.03195 2.33007
C 4.11347 3.71090 2.38947
C 4.82919 3.25695 1.15106
C 5.93532 3.88757 0.63063
Cl 6.73018 5.23673 1.28734
S 6.49204 3.13923 -0.82971
C 5.24804 1.96057 -0.72021
C 4.45444 2.14184 0.36868
C 3.77839 6.09660 -0.57265
Cl 4.37446 7.41526 0.36311
C 4.20542 6.01158 -1.88766
H 2.57685 3.18365 -2.75649
H 1.94279 3.27381 -0.45786
H 2.45742 6.42235 1.59885
H 0.48370 5.58392 2.07792
H 1.41630 4.41425 3.02334
H -0.78783 4.83377 0.06034
H -1.40036 2.33887 -0.90954
H 1.46804 1.94250 2.07869
H 3.32087 2.99286 2.62835
H 4.81511 3.74384 3.23029
H 5.16526 1.20653 -1.47725
H 3.63307 1.49600 0.61913
H 4.87436 6.75828 -2.28324
C -2.59174 -2.71266 2.66934
Ge -2.23024 -1.17216 1.42813
C -3.18910 -1.53558 -0.31960
C -4.13553 -2.53758 -0.48212
C -4.80678 -2.67924 -1.68552
C -4.49226 -1.85961 -2.75623
C -3.50152 -0.90108 -2.62459
C -2.86059 -0.73740 -1.41047
C -3.14839 0.41368 2.31842
C -2.29760 1.36590 2.84393
C -2.77622 2.54768 3.40931
C -4.12457 2.79312 3.44211
C -5.03558 1.84173 2.94630
C -6.42605 2.06296 3.00692
C -7.31635 1.09044 2.63281
C -6.84254 -0.14025 2.16595
C -5.49226 -0.36474 2.04641
C -4.54871 0.61273 2.41519
H -3.64645 -2.77503 2.92757
H -2.00688 -2.54161 3.57089
H -2.26471 -3.64679 2.21797
H -4.34422 -3.22505 0.32652
H -5.56851 -3.43730 -1.79985
H -5.00211 -1.97932 -3.69956
H -3.22498 -0.28120 -3.46397
H -2.09720 0.02569 -1.30364
H -1.23024 1.18913 2.82720
H -2.07849 3.25961 3.82387
H -4.51043 3.70598 3.87029
H -6.77361 3.01962 3.36412
H -8.37849 1.26501 2.71045
H -7.54730 -0.91638 1.90952
H -5.13173 -1.32166 1.69923
*
```

***

Entry 4:
Here is a structure of composition C52H42ClN3O3OsP2 from the Open Molecules 2025 dataset. Energies are from ωB97M-V/def2-TZVPD.

Values from the calculation:
⟨S²⟩	6.0435
lowest unoccupied orbital energy (alpha / beta)	-5.50 / -8.15	eV
HOMO (alpha / beta)	-12.73 / -13.05	eV

```
! RIJCOSX wB97M-V def2-TZVPD def2/J DEFGRID3
* xyz 2 5
Os 0.85152 0.17987 0.25212
O -3.82652 2.37339 -1.94604
C -2.99538 2.83523 -2.80438
C -3.46768 3.81004 -3.75433
C -2.61202 4.28551 -4.69595
C -1.27336 3.82362 -4.72955
C -0.79024 2.88560 -3.78936
C -1.61611 2.38497 -2.83154
C -1.10329 1.40747 -1.82602
O 0.10694 1.12020 -1.80712
N -2.03556 0.93861 -1.00950
N -1.46512 0.10438 -0.08123
C -2.22972 -0.61756 0.62786
C -1.60044 -1.43988 1.65274
C -2.33140 -2.35463 2.38825
C -1.68211 -3.11217 3.34955
C -0.32794 -2.91139 3.54367
C 0.32876 -1.96502 2.77264
N -0.28506 -1.23364 1.83886
H -3.30136 1.65985 -1.34096
H -4.50110 4.12357 -3.69196
H -2.95050 5.01128 -5.42250
H -0.60379 4.19959 -5.49248
H 0.24114 2.55622 -3.80472
H -3.30740 -0.61895 0.48870
H -3.39134 -2.46902 2.19989
H -2.22426 -3.84484 3.93310
H 0.22348 -3.47382 4.28417
H 1.38046 -1.77696 2.91431
C 4.52741 -1.16876 5.06950
C 4.98667 -0.20087 3.95873
C 6.40527 0.28827 4.26875
C 4.00596 0.96389 3.90791
C 4.08366 2.03310 4.79399
C 3.13501 3.04422 4.81004
C 2.09359 3.01538 3.90263
C 1.99111 1.97283 2.98454
P 0.69335 2.09155 1.72645
C 1.05165 3.58700 0.76911
C 0.08044 4.04895 -0.11864
C 0.34163 5.13446 -0.93814
C 1.58122 5.75939 -0.88525
C 2.55494 5.29393 -0.01388
C 2.29610 4.20567 0.80783
C -0.82198 2.48685 2.65050
C -1.33075 3.78463 2.71765
C -2.45104 4.05631 3.49238
C -3.06322 3.04460 4.21632
C -2.54231 1.75826 4.18225
C -1.42759 1.48331 3.40635
C 2.93592 0.94765 3.02468
O 2.72660 -0.14623 2.20227
C 3.80415 -0.94523 1.85165
C 3.66302 -1.74922 0.71839
C 4.73475 -2.55244 0.33889
C 5.90457 -2.55019 1.07749
C 5.99811 -1.76481 2.21460
C 4.94732 -0.95514 2.63505
P 2.11878 -1.82079 -0.22975
C 2.59805 -1.97366 -1.98004
C 3.72549 -1.31703 -2.47467
C 4.05891 -1.42487 -3.81516
C 3.26847 -2.17438 -4.67539
C 2.14145 -2.82151 -4.19209
C 1.80694 -2.72576 -2.84927
C 1.34077 -3.40828 0.18706
C 2.01972 -4.43200 0.84246
C 1.38154 -5.64077 1.09120
C 0.07093 -5.83807 0.68258
C -0.61188 -4.82057 0.02677
C 0.01862 -3.61046 -0.21151
H 4.54931 -0.66971 6.04005
H 5.18611 -2.03809 5.11044
H 3.50766 -1.51809 4.88830
H 6.43675 0.82826 5.21268
H 6.78156 0.94211 3.48075
H 7.08845 -0.55192 4.38134
H 4.89045 2.07023 5.51273
H 3.21104 3.84876 5.52877
H 1.35834 3.81123 3.89411
H -0.89587 3.57353 -0.14743
H -0.42640 5.50674 -1.60580
H 1.78614 6.61226 -1.51928
H 3.52134 5.77867 0.02768
H 3.06534 3.84357 1.47744
H -0.85531 4.58911 2.17395
H -2.83750 5.06619 3.53731
H -3.93226 3.26226 4.82340
H -2.99652 0.97340 4.77401
H -0.99649 0.49585 3.42409
H 4.65272 -3.17505 -0.54323
H 6.73927 -3.16733 0.77426
H 6.91107 -1.79697 2.79258
H 4.34434 -0.72459 -1.81583
H 4.94270 -0.92346 -4.18792
H 3.53724 -2.26094 -5.72030
H 1.52708 -3.41475 -4.85688
H 0.93844 -3.25574 -2.48575
H 3.04141 -4.29418 1.17254
H 1.91547 -6.43217 1.60097
H -0.41785 -6.78546 0.86983
H -1.63302 -4.97227 -0.29971
H -0.51666 -2.81519 -0.72173
Cl 2.77543 1.14299 -0.51906
*
```